{"formula": "C57H133N7O10", "method": "ωB97M-V/def2-TZVPD", "symbols": ["C", "C", "C", "C", "C", "C", "C", "C", "C", "N", "O", "H", "H", "H", "H", "H", "H", "H", "H", "H", "H", "H", "H", "H", "H", "H", "H", "H", "H", "H", "C", "C", "C", "C", "C", "C", "C", "C", "C", "N", "O", "H", "H", "H", "H", "H", "H", "H", "H", "H", "H", "H", "H", "H", "H", "H", "H", "H", "H", "H", "C", "C", "C", "C", "C", "C", "C", "C", "C", "N", "O", "H", "H", "H", "H", "H", "H", "H", "H", "H", "H", "H", "H", "H", "H", "H", "H", "H", "H", "H", "C", "C", "C", "C", "C", "C", "C", "C", "C", "N", "O", "H", "H", "H", "H", "H", "H", "H", "H", "H", "H", "H", "H", "H", "H", "H", "H", "H", "H", "H", "C", "O", "C", "C", "C", "N", "H", "H", "H", "H", "H", "H", "H", "H", "H", "H", "H", "C", "O", "C", "C", "C", "N", "H", "H", "H", "H", "H", "H", "H", "H", "H", "H", "H", "C", "O", "C", "C", "C", "N", "H", "H", "H", "H", "H", "H", "H", "H", "H", "H", "H", "C", "C", "C", "O", "H", "H", "H", "H", "H", "H", "H", "H", "C", "C", "C", "O", "H", "H", "H", "H", "H", "H", "H", "H", "C", "C", "C", "O", "H", "H", "H", "H", "H", "H", "H", "H"], "coordinates": [[3.07703, 5.58745, 1.88225], [1.85022, 6.25676, 1.18283], [0.79979, 6.66877, 2.20682], [2.31214, 7.43604, 0.32871], [1.20325, 7.95586, -0.63488], [0.78699, 6.84695, -1.57516], [0.30008, 5.58975, -0.80338], [-1.11673, 5.82432, -0.27127], [0.19540, 4.42208, -1.74350], [1.35133, 5.23629, 0.17448], [0.89324, 4.08013, 0.84241], [3.84198, 5.23666, 1.22052], [3.52079, 6.32514, 2.54384], [2.73143, 4.76712, 2.54601], [0.49448, 5.89165, 2.88831], [1.29262, 7.47637, 2.78669], [-0.03759, 7.02860, 1.67131], [2.69485, 8.28500, 0.93210], [3.15761, 7.11511, -0.29819], [0.29895, 8.31938, -0.04667], [1.59798, 8.85109, -1.14490], [1.69295, 6.64268, -2.15397], [-0.00306, 7.13094, -2.27153], [-1.41368, 5.07997, 0.48110], [-1.83609, 5.65818, -1.09179], [-1.28050, 6.85437, 0.10956], [-0.35585, 3.62557, -1.25190], [1.13307, 4.02034, -2.07274], [-0.35772, 4.70421, -2.64417], [0.17553, 4.25085, 1.46212], [-7.49653, 5.34830, -3.70669], [-6.25722, 4.44341, -3.71590], [-6.25149, 3.54316, -4.92006], [-5.06064, 5.34646, -3.57959], [-3.76514, 4.61969, -3.22664], [-3.89099, 3.79662, -1.99757], [-5.06077, 2.86049, -2.03062], [-4.77857, 1.60582, -2.93924], [-5.36440, 2.43403, -0.59491], [-6.31919, 3.62869, -2.45804], [-7.38167, 2.66077, -2.63641], [-7.47170, 6.11528, -4.44393], [-8.31638, 4.71919, -4.04710], [-7.66978, 5.77796, -2.74167], [-6.19732, 4.17352, -5.83750], [-5.50223, 2.77276, -4.88134], [-7.21287, 3.02181, -4.91086], [-4.92123, 5.93742, -4.46365], [-5.23314, 6.04700, -2.75389], [-3.45215, 3.95695, -4.06648], [-3.01540, 5.39491, -3.05119], [-4.08376, 4.48732, -1.15422], [-2.99375, 3.20194, -1.69652], [-5.70549, 1.17801, -3.27412], [-4.24020, 0.88421, -2.30259], [-4.13819, 1.79923, -3.79136], [-5.64548, 3.26042, 0.05469], [-4.41828, 2.01874, -0.16045], [-6.09459, 1.63242, -0.54209], [-8.05137, 2.93140, -1.97294], [-0.42092, -6.50383, 1.46472], [-0.29394, -5.48320, 2.58526], [0.41217, -4.22259, 2.07155], [-1.76658, -5.09237, 3.01035], [-1.75017, -4.21068, 4.23466], [-1.07769, -4.97255, 5.37976], [0.33115, -5.40936, 5.05436], [1.32996, -4.17647, 5.12030], [0.82425, -6.45063, 6.07778], [0.33524, -6.11109, 3.72905], [1.59254, -6.66152, 3.40875], [0.53015, -6.61770, 0.94013], [-0.61282, -7.48669, 1.88502], [-1.21105, -6.35706, 0.72344], [0.36134, -3.30714, 2.68204], [1.44992, -4.40672, 1.77734], [-0.09384, -3.94510, 1.14266], [-2.33916, -4.59427, 2.22258], [-2.22647, -6.01448, 3.33239], [-1.32819, -3.22236, 4.05064], [-2.80163, -3.98414, 4.54858], [-1.75701, -5.82036, 5.58043], [-1.00613, -4.40755, 6.33251], [2.25818, -4.34659, 4.60561], [1.54688, -3.95449, 6.17040], [0.81630, -3.28657, 4.73063], [1.86878, -6.71340, 5.94137], [0.18517, -7.32573, 5.97285], [0.70998, -6.12318, 7.13208], [2.13606, -5.84630, 3.32315], [4.37247, -3.71479, -6.88124], [4.52280, -3.15304, -5.50930], [5.78239, -3.75986, -4.86075], [4.76482, -1.67301, -5.52420], [3.53779, -0.87979, -5.83928], [2.45669, -1.18980, -4.85350], [2.09874, -2.64939, -4.81424], [1.17362, -2.96171, -3.56823], [1.33543, -3.15300, -6.05455], [3.40990, -3.41355, -4.56504], [3.21170, -4.81867, -4.57994], [3.90875, -4.67696, -6.82133], [3.72623, -3.16158, -7.55185], [5.36518, -3.84729, -7.29977], [5.75662, -4.84553, -4.89413], [6.66194, -3.44909, -5.43433], [5.87884, -3.51774, -3.80068], [5.13946, -1.35049, -4.53584], [5.58229, -1.54429, -6.24328], [3.80368, 0.17168, -5.79917], [3.15443, -1.08841, -6.86810], [1.49249, -0.68299, -5.15571], [2.78633, -0.87242, -3.84558], [1.62975, -2.74595, -2.59566], [0.96105, -4.00925, -3.56553], [0.21418, -2.43051, -3.64900], [1.49453, -4.21756, -6.16809], [1.67837, -2.67399, -6.97469], [0.23585, -3.05520, -5.92186], [3.39988, -5.04425, -3.65421], [3.79236, -1.96087, 0.43211], [4.24473, -3.01524, 1.32419], [3.87050, -2.76838, 2.65772], [4.64480, -3.74946, 3.51888], [6.17075, -3.56046, 3.54190], [4.12505, -5.15343, 3.13996], [2.71280, -1.81901, 0.47984], [4.05143, -2.28708, -0.57404], [4.30101, -1.00435, 0.67258], [4.12212, -1.71295, 2.88869], [2.80148, -2.94083, 2.80840], [4.26508, -3.64856, 4.54325], [6.62167, -3.70226, 2.57363], [6.53937, -4.30892, 4.26934], [6.50424, -2.55116, 3.76747], [4.63725, -5.80006, 3.73873], [4.40963, -5.37038, 2.18095], [0.64787, -0.41962, 6.46315], [1.48217, -0.10058, 5.37803], [1.51447, 1.32510, 5.16831], [2.58379, 1.55558, 4.13662], [2.34805, 0.88030, 2.75453], [3.99396, 1.40191, 4.54168], [0.46954, -1.49594, 6.51454], [-0.33994, 0.06999, 6.37589], [1.10089, -0.09904, 7.41140], [0.53451, 1.65490, 4.76471], [1.81283, 1.80461, 6.09304], [2.48129, 2.62633, 3.91391], [2.23016, -0.19552, 2.82356], [3.16818, 1.09110, 2.09078], [1.41738, 1.27992, 2.29309], [4.14417, 0.42143, 4.60820], [4.25688, 1.81721, 5.41703], [-5.00633, -2.14267, 1.49944], [-4.12719, -1.07225, 1.92608], [-4.83350, 0.08266, 2.35590], [-3.78869, 1.09262, 2.82742], [-3.03486, 0.60091, 4.06638], [-4.31723, 2.39180, 3.11905], [-5.67705, -1.74721, 0.73088], [-5.55835, -2.52011, 2.38787], [-4.34724, -2.93466, 1.11305], [-5.39266, 0.61603, 1.55173], [-5.48034, -0.23132, 3.14987], [-3.10557, 1.20269, 1.97690], [-2.60211, -0.39159, 3.96684], [-3.76506, 0.61231, 4.90785], [-2.23878, 1.33539, 4.25274], [-4.82401, 2.72813, 2.31892], [-4.87145, 2.44059, 3.95327], [4.66628, 1.84404, -2.61703], [3.49971, 2.56965, -1.94365], [3.63542, 2.54594, -0.43080], [3.64929, 3.92298, -2.36261], [4.69230, 0.77932, -2.32866], [5.58851, 2.34871, -2.26475], [4.60045, 1.86135, -3.72022], [2.57244, 2.20363, -2.34095], [3.50743, 1.57030, 0.05703], [2.81172, 3.13186, -0.01145], [4.56687, 3.00855, -0.09454], [2.81501, 4.40402, -2.38521], [-2.39954, -4.26726, -1.20298], [-2.90390, -3.41686, -2.37106], [-4.36157, -2.92352, -2.20708], [-1.99370, -2.31595, -2.64277], [-1.43868, -4.74141, -1.49904], [-3.01941, -5.08704, -0.84404], [-2.16478, -3.64604, -0.34658], [-2.86434, -4.09190, -3.20429], [-5.03054, -3.67443, -1.81415], [-4.75485, -2.58780, -3.14002], [-4.35678, -2.07572, -1.46959], [-2.03895, -1.77251, -1.84881], [0.25814, -1.01788, -0.47517], [-0.90116, -0.29689, 0.24810], [-0.95516, 1.17718, -0.02790], [-2.13183, -0.90444, -0.13751], [0.07453, -0.97405, -1.56139], [0.29016, -2.05210, -0.13995], [1.21362, -0.55967, -0.29518], [-0.73005, -0.42074, 1.31939], [-0.01005, 1.67011, 0.24478], [-1.70944, 1.66609, 0.62119], [-1.22248, 1.44687, -1.04177], [-2.69391, -0.95494, 0.64893]], "homo_energy_ev": -8.000, "charge": 0, "de_lowest_kcal_mol": 0.0}